[1]
{
  "formula": "C27H40CrN6O2PS3",
  "method": "ωB97M-V with the def2-TZVPD basis set",
  "symbols": ["Cr", "C", "N", "C", "C", "C", "C", "C", "C", "N", "C", "C", "C", "C", "C", "C", "N", "C", "C", "C", "C", "C", "N", "H", "H", "H", "H", "H", "H", "H", "H", "H", "H", "H", "H", "H", "H", "H", "H", "H", "H", "C", "C", "O", "P", "S", "S", "O", "C", "C", "H", "H", "H", "H", "H", "H", "H", "H", "H", "H", "C", "N", "C", "C", "S", "N", "C", "C", "H", "H", "H", "H", "H", "H", "H", "H", "H", "H", "H", "H"],
  "coordinates": [[8.32230, 12.46198, 11.65236], [5.51352, 11.26611, 11.72102], [6.15963, 12.68724, 11.68725], [5.74500, 13.41298, 10.47684], [6.71409, 13.09468, 9.32970], [6.32207, 13.26791, 7.99854], [7.23654, 12.99099, 6.98807], [8.57005, 12.52577, 7.33533], [8.93435, 12.49645, 8.65440], [8.01530, 12.76708, 9.66404], [5.78115, 13.39852, 12.96379], [6.65982, 12.83039, 14.04938], [6.15013, 12.63368, 15.34657], [6.93438, 11.92510, 16.28280], [8.20849, 11.47670, 15.88695], [8.67576, 11.80570, 14.60468], [7.92693, 12.48211, 13.70063], [6.46583, 10.16626, 11.61004], [6.05465, 8.85153, 11.39248], [7.00985, 7.81353, 11.31512], [8.37606, 8.13779, 11.45702], [8.72502, 9.44860, 11.65094], [7.83417, 10.46865, 11.64200], [4.74780, 11.22652, 10.92082], [4.89788, 11.11826, 12.62655], [5.67669, 14.47905, 10.66451], [4.72963, 13.13627, 10.15504], [5.25482, 13.40785, 7.70721], [7.01086, 13.14264, 5.91459], [9.21627, 12.13847, 6.57570], [9.90255, 12.20100, 9.07911], [4.74476, 13.20174, 13.15201], [5.94797, 14.45505, 12.93293], [5.10919, 12.91362, 15.63526], [6.52610, 11.76856, 17.31031], [8.89632, 10.88304, 16.51092], [9.71427, 11.59115, 14.34263], [4.95451, 8.63522, 11.21297], [6.73626, 6.74789, 11.21937], [9.17689, 7.34651, 11.49390], [9.78092, 9.77817, 11.71684], [13.36038, 14.71196, 15.08090], [13.15240, 13.68528, 13.94696], [12.78212, 14.49143, 12.65523], [11.29923, 14.60423, 12.01656], [10.56668, 12.63056, 11.92840], [9.96373, 15.74950, 13.16365], [11.55453, 15.12306, 10.52771], [12.95271, 15.57668, 10.07832], [12.89755, 15.81847, 8.57365], [13.84909, 14.29198, 15.98958], [12.45684, 15.24309, 15.31308], [14.02717, 15.47884, 14.70916], [12.37014, 12.98800, 14.08729], [14.12031, 13.29940, 13.64521], [13.66006, 14.72615, 10.38474], [13.23922, 16.42957, 10.70038], [12.43400, 14.97616, 8.13884], [13.94786, 15.94164, 8.12118], [12.25834, 16.68187, 8.28223], [8.19770, 18.48369, 13.47439], [8.16136, 18.74776, 12.01923], [7.28191, 19.86925, 11.59157], [8.46347, 17.75536, 11.14527], [8.52703, 15.99088, 11.74003], [8.94191, 18.00636, 9.92086], [9.00495, 16.99372, 8.88354], [9.50953, 19.30683, 9.60134], [7.76535, 19.34112, 13.99121], [9.21017, 18.19283, 13.76909], [7.49535, 17.64942, 13.68906], [6.37847, 19.95970, 12.16698], [7.07098, 19.79705, 10.51176], [7.82409, 20.80632, 11.70572], [8.16894, 16.33446, 8.94660], [9.95541, 16.40857, 9.02947], [8.98812, 17.39232, 7.86760], [8.79133, 20.12731, 9.75550], [9.68773, 19.29499, 8.52207], [10.42196, 19.50517, 10.18613]],
  "homo_ev": [-19.820, -19.774],
  "total_charge": 4,
  "gap_ha": [0.265, 0.285],
  "s2": 0.761,
  "lumo_ev": [-12.615, -12.012],
  "multiplicity": 2
}

[2]
{
  "formula": "C27H40F6N3O11P2PrS2SeSi2",
  "method": "ωB97M-V with the def2-TZVPD basis set",
  "symbols": ["Pr", "O", "P", "O", "O", "O", "P", "O", "O", "O", "H", "H", "F", "C", "F", "F", "S", "O", "O", "N", "S", "O", "O", "C", "F", "F", "F", "C", "Si", "C", "C", "C", "C", "C", "C", "C", "Si", "C", "C", "H", "H", "H", "H", "H", "H", "H", "H", "H", "H", "H", "H", "H", "H", "H", "H", "C", "C", "C", "C", "N", "C", "Se", "N", "C", "C", "C", "C", "C", "C", "C", "C", "C", "C", "H", "H", "H", "H", "H", "H", "H", "H", "H", "H", "H", "H", "H", "H", "H", "H", "H", "H", "H", "H", "H", "H"],
  "coordinates": [[-0.45552, -0.63647, 2.18307], [-3.99657, -2.25412, 4.69763], [-3.05067, -0.93289, 4.73973], [-3.84039, 0.14652, 5.32776], [-2.42006, -0.78010, 3.35505], [-1.91139, -1.35226, 5.74251], [-0.38216, -1.59726, 5.45761], [-0.38560, -3.01665, 4.67331], [0.33786, -1.53712, 6.75989], [0.19836, -0.65316, 4.37315], [-4.00218, -2.72909, 3.83956], [0.47657, -3.41605, 4.57513], [0.66874, 7.72130, 1.95741], [1.36526, 6.61640, 2.29816], [2.64980, 6.91351, 2.45655], [0.93597, 6.31996, 3.55842], [0.81609, 5.33053, 1.06234], [-0.56215, 5.23313, 1.40083], [1.28502, 5.86806, -0.23539], [1.50403, 3.90858, 1.25402], [1.36080, 2.91393, 2.44353], [0.76580, 1.68324, 1.95273], [0.98964, 3.43642, 3.71980], [3.09276, 2.32203, 2.52397], [3.25102, 1.52603, 3.59258], [3.92419, 3.42800, 2.64037], [3.45536, 1.61736, 1.47248], [-3.42631, -3.69058, 1.45130], [-1.66258, -3.13849, 0.90239], [-1.59838, -3.70759, -0.93796], [-0.55407, -4.64922, 1.50710], [-1.15666, -5.92604, 1.59580], [-0.39030, -7.02980, 1.88582], [0.96202, -6.89664, 1.96720], [1.54488, -5.67851, 1.95357], [0.80932, -4.50183, 1.82416], [1.66466, -2.80414, 1.59735], [2.64247, -2.95791, 0.02462], [3.12056, -2.74084, 2.87435], [-3.82264, -4.43860, 0.77908], [-4.15796, -2.89587, 1.62278], [-3.34406, -4.26146, 2.41301], [-1.87669, -4.78006, -1.02141], [-0.47383, -3.64150, -1.06015], [-2.02156, -3.04194, -1.72803], [-2.24139, -6.07308, 1.57134], [-0.82250, -8.05315, 2.05881], [1.52676, -7.84024, 2.08310], [2.57884, -5.53166, 2.10302], [3.28866, -2.14195, 0.05672], [1.98513, -2.90461, -0.83103], [3.15281, -3.92343, 0.05305], [3.73513, -3.70333, 2.89941], [2.66844, -2.65707, 3.86883], [3.76818, -1.87409, 2.72829], [-3.62384, 0.16021, -3.61109], [-3.17587, 1.50852, -4.06107], [-3.40378, 2.68182, -3.09089], [-2.56793, 2.68481, -1.75730], [-1.13111, 2.51121, -2.05008], [-0.42447, 1.42064, -1.65170], [-1.25379, -0.18482, -1.05450], [0.86266, 1.64943, -1.79959], [1.98329, 0.75162, -1.56622], [2.06393, -0.24742, -2.69167], [2.18394, 0.36491, -4.10124], [0.90208, 0.33441, -4.86405], [1.01038, 2.92536, -2.33705], [2.12889, 3.70440, -2.63625], [1.95186, 4.93342, -3.18828], [0.70750, 5.45460, -3.37323], [-0.44197, 4.66673, -3.12583], [-0.22806, 3.41654, -2.53915], [-3.99217, -0.49737, -4.40105], [-4.50368, 0.17769, -2.95632], [-2.82918, -0.34353, -2.99707], [-3.77643, 1.70948, -4.92637], [-2.12303, 1.39681, -4.39947], [-4.49546, 2.70751, -2.83607], [-3.36445, 3.56886, -3.67103], [-2.73929, 1.84032, -1.07317], [-2.61947, 3.63446, -1.19801], [1.99002, 0.27789, -0.58715], [2.86103, 1.44959, -1.64463], [1.22222, -0.93746, -2.63803], [3.01263, -0.85429, -2.49575], [2.90663, -0.18496, -4.64899], [2.50429, 1.42820, -3.97733], [0.54397, -0.62841, -5.20640], [0.79784, 0.96039, -5.72744], [0.10810, 0.63378, -4.19798], [3.10723, 3.39678, -2.45459], [2.83479, 5.52774, -3.40685], [0.50468, 6.47556, -3.78352], [-1.46352, 4.92836, -3.33829]],
  "homo_ev": [-1.717, -1.642],
  "total_charge": -2,
  "gap_ha": [0.197, 0.194],
  "s2": 2.007,
  "lumo_ev": [3.644, 3.645],
  "e_above_lowest_kj_mol": 215.3,
  "multiplicity": 3
}

[3]
{
  "formula": "C27H40N3O5",
  "method": "ωB97M-V with the def2-TZVPD basis set",
  "symbols": ["C", "C", "N", "N", "C", "C", "C", "O", "C", "C", "O", "C", "C", "C", "C", "C", "C", "C", "C", "C", "C", "C", "C", "C", "O", "C", "C", "C", "C", "C", "C", "H", "H", "H", "H", "H", "H", "H", "H", "H", "H", "H", "H", "H", "H", "H", "H", "H", "H", "H", "H", "H", "H", "H", "H", "H", "H", "H", "H", "H", "H", "H", "H", "H", "H", "H", "H", "H", "C", "N", "O", "O", "H", "H", "H"],
  "coordinates": [[2.69335, -1.68747, 4.05197], [2.86372, -1.38058, 2.57796], [1.53015, -1.34955, 1.96740], [1.50464, -0.70614, 0.68158], [1.41549, 0.77753, 0.81392], [1.13211, 1.29724, -0.58602], [2.46508, 1.34168, -1.34825], [2.82252, 0.06745, -1.86973], [4.11361, -0.39835, -1.49527], [4.21966, -1.84685, -1.89237], [3.74058, -2.66027, -0.83066], [3.59536, -4.02633, -1.23134], [2.42848, -4.72130, -0.54171], [0.47520, 2.66778, -0.59153], [-0.06934, 3.24741, 0.55589], [-0.70317, 4.48220, 0.50353], [-0.78983, 5.17213, -0.69685], [-0.24308, 4.61477, -1.84310], [0.37780, 3.37298, -1.79261], [0.12668, 0.21863, -1.04441], [0.36219, -1.11141, -0.29035], [0.88260, -2.20163, -1.22961], [-0.84273, -1.52925, 0.52167], [-2.04404, -1.89568, -0.34449], [-1.90861, -2.23814, -1.48996], [-3.37469, -1.79771, 0.28623], [-4.46016, -1.43791, -0.51408], [-5.72176, -1.32223, 0.04095], [-5.91552, -1.58522, 1.39314], [-4.84336, -1.96153, 2.18905], [-3.57218, -2.06308, 1.63866], [2.36164, -2.71181, 4.18286], [1.92426, -1.05410, 4.49014], [3.61594, -1.51771, 4.59036], [3.39645, -0.43647, 2.45321], [3.42118, -2.18200, 2.11984], [0.85537, -0.89925, 2.57162], [2.40632, -0.96189, 0.25700], [0.51502, 0.94283, 1.39464], [2.29240, 1.17573, 1.30491], [3.23232, 1.68808, -0.65629], [2.45138, 2.06206, -2.15579], [4.22034, -0.32776, -0.41081], [4.89517, 0.19042, -1.97151], [3.60375, -2.02720, -2.77182], [5.25796, -2.08670, -2.11711], [4.52395, -4.55169, -1.01681], [3.46155, -4.07659, -2.31005], [1.70765, -5.07266, -1.27147], [1.91150, -4.06504, 0.14365], [2.76231, -5.59447, 0.00719], [-0.01391, 2.76579, 1.51780], [-1.12877, 4.89348, 1.40235], [-1.27925, 6.13213, -0.72139], [-0.30175, 5.15032, -2.77633], [0.77533, 2.96103, -2.70505], [-0.83732, 0.61605, -0.72756], [0.05464, 0.11903, -2.11943], [1.94938, -2.11310, -1.35891], [0.64336, -3.18894, -0.84727], [0.38482, -2.11124, -2.18062], [-0.59971, -2.37593, 1.15859], [-1.17308, -0.70230, 1.14943], [-4.30322, -1.25718, -1.56457], [-6.55159, -1.02472, -0.57921], [-6.89538, -1.50010, 1.83309], [-4.98981, -2.16730, 3.23599], [-2.74826, -2.36565, 2.26644], [-5.33937, 5.36131, -0.92964], [-4.27250, 5.63582, 0.07158], [-3.92162, 6.78414, 0.23264], [-3.81027, 4.68041, 0.66139], [-5.64215, 6.30361, -1.36826], [-4.91822, 4.68894, -1.67046], [-6.15860, 4.88141, -0.40389]],
  "homo_ev": -11.733,
  "total_charge": 1,
  "gap_ha": 0.356,
  "lumo_ev": -2.050
}